[1]
The following is a quantum chemistry calculation of C7H10 in the gas phase at a distorted geometry, from the OMol25 dataset.

Net charge: 0
Kohn-Sham gap: 10.19 eV
2S+1: 1
Electronic energy: -272.609736 hartree
Structure (SMILES): C1[C@@H]2C[C@@H]3[C@H]1C[C@H]23

Last column: Löwdin charge in e.
Atoms and positions in Å:
C (0.02779, 0.95111, -1.01498)  -0.12
C (-0.94985, -0.18932, -0.67179)  -0.26
C (-1.49081, 0.18926, 0.71170)  -0.16
C (-0.05621, 0.15402, 1.18569)  -0.11
C (0.98516, 0.65797, 0.13852)  -0.28
C (1.47834, -0.76404, -0.16241)  -0.15
C (0.03923, -1.18808, 0.00188)  -0.11
H (0.51264, 0.85696, -1.99105)  0.11
H (-0.44646, 1.93290, -0.92551)  0.12
H (-1.66389, -0.51578, -1.42933)  0.13
H (-2.14745, 1.05092, 0.87795)  0.11
H (-1.96117, -0.69308, 1.16741)  0.11
H (0.13927, 0.56311, 2.20023)  0.13
H (1.73146, 1.40242, 0.41957)  0.13
H (2.03551, -0.93849, -1.09186)  0.11
H (2.01907, -1.21802, 0.67550)  0.11
H (-0.25262, -2.25188, -0.09151)  0.13

[2]
The following is a quantum chemistry calculation of C7H10 in the gas phase at a distorted geometry, from the OMol25 dataset.

Net charge: 0
Kohn-Sham gap: 8.91 eV
2S+1: 1
Electronic energy: -272.583893 hartree
Structure (SMILES): C=C[C@]12C[C@]1(C)C2

Last column: Löwdin charge in e.
Atoms and positions in Å:
C (-0.10922, -2.48272, -0.18036)  0.01
C (0.73020, -1.44270, -0.25438)  -0.15
C (0.64217, -0.26445, 0.57962)  -0.32
C (1.41033, 1.03232, 0.42826)  -0.04
C (-0.12713, 1.12571, 0.30472)  -0.24
C (-0.81018, 1.34644, -0.94207)  -0.06
C (-0.45032, 0.18756, 1.52776)  0.01
H (0.21260, -3.34662, -0.77416)  0.05
H (-1.09647, -2.42788, 0.29200)  0.06
H (1.71528, -1.58222, -0.79000)  0.12
H (2.09311, 1.31687, 1.25006)  0.10
H (2.06391, 1.11099, -0.37919)  0.08
H (-0.58113, 2.12360, -1.58614)  0.06
H (-1.87212, 1.27784, -0.79739)  0.08
H (-0.73432, 0.46640, -1.58492)  0.08
H (-1.33706, -0.30320, 1.56360)  0.06
H (-0.12306, 0.56176, 2.49017)  0.10

[3]
The following is a quantum chemistry calculation of a molecular structure, C7H10 at a distorted geometry, from the OMol25 dataset.

Net charge: 0
Kohn-Sham gap (alpha / beta): 7.62 / 8.21 eV
2S+1: 1
Electronic energy: -272.538866 hartree

Last column: Löwdin charge in e.
Atoms and positions in Å:
C (-1.23972, 0.13447, -1.47447)  -0.05
C (-0.30652, 0.15311, -0.26369)  -0.60
C (0.13273, 1.56460, 0.06999)  0.07
C (1.62608, -0.29180, 0.87014)  -0.10
C (0.66252, -1.00176, 1.48994)  -0.04
C (-0.70173, -0.77152, 0.89401)  -0.12
C (1.11947, -0.10332, -0.48708)  -0.08
H (-2.17045, 0.66271, -1.24032)  0.08
H (-0.78126, 0.64081, -2.33272)  0.08
H (-1.49860, -0.88679, -1.77440)  0.08
H (-0.56188, 2.36959, -0.19021)  0.06
H (1.16082, 1.89115, 0.08867)  0.04
H (2.63475, -0.10213, 1.22731)  0.11
H (0.85361, -1.70167, 2.29328)  0.11
H (-1.35861, -0.29463, 1.63469)  0.12
H (-1.19768, -1.67529, 0.51868)  0.11
H (1.62646, -0.58753, -1.32382)  0.13

[4]
The following is a quantum chemistry calculation of C7H10 in the gas phase at a distorted geometry, from the OMol25 dataset.

Net charge: 0
Kohn-Sham gap (alpha / beta): 7.92 / 7.41 eV
2S+1: 1
Electronic energy: -272.496058 hartree

Last column: Löwdin charge in e.
Atoms and positions in Å:
C (-1.95102, -0.18332, -0.24351)  -0.11
C (-1.79908, 1.30699, 0.10244)  -0.10
C (-0.64229, 0.42443, -0.00431)  -0.21
C (1.10581, -1.68640, -0.79367)  0.03
C (1.43187, -0.92843, 0.29858)  -0.23
C (1.59168, 0.92584, 0.12368)  0.04
C (0.52259, 0.15772, 0.77969)  -0.36
H (-2.27471, -0.42033, -1.25792)  0.10
H (-2.36083, -0.85085, 0.51604)  0.10
H (-2.03437, 2.01107, -0.69725)  0.10
H (-2.12841, 1.64915, 1.08697)  0.10
H (0.14183, -1.58391, -1.27692)  0.05
H (1.79850, -2.43026, -1.17843)  0.05
H (2.27468, -1.19550, 0.93344)  0.12
H (1.55186, 1.02523, -0.95101)  0.09
H (2.27350, 1.56402, 0.68830)  0.08
H (0.49841, 0.21453, 1.87387)  0.16

[5]
The following is a quantum chemistry calculation of C7H10 in the gas phase at a distorted geometry, from the OMol25 dataset.

Net charge: 0
Kohn-Sham gap: 10.34 eV
2S+1: 1
Electronic energy: -272.612289 hartree
Structure (SMILES): C1C[C@H]2[C@@H]1[C@H]1C[C@@H]21

Last column: Löwdin charge in e.
Atoms and positions in Å:
C (1.00488, -0.37067, -1.23479)  -0.13
C (-0.51689, -0.22390, -1.51413)  -0.13
C (-0.85285, -0.68786, -0.05262)  -0.19
C (0.66716, -0.88607, 0.18273)  -0.22
C (0.57834, 0.13595, 1.31131)  -0.17
C (-0.06027, 1.45366, 0.94839)  -0.09
C (-0.92591, 0.26716, 1.18654)  -0.18
H (1.52603, -1.09486, -1.87198)  0.10
H (1.56669, 0.56900, -1.25778)  0.10
H (-0.84738, 0.76008, -1.86276)  0.10
H (-0.86572, -0.96652, -2.23969)  0.10
H (-1.54947, -1.52220, 0.03251)  0.13
H (1.07253, -1.85936, 0.47323)  0.14
H (1.11589, 0.06496, 2.25360)  0.13
H (0.09621, 2.18836, 1.73238)  0.10
H (-0.29736, 1.87365, -0.02236)  0.10
H (-1.71186, 0.29862, 1.93542)  0.13

[6]
The following is a quantum chemistry calculation of 2 unconnected molecules or ions with the total composition C7H10, from the OMol25 dataset.

Net charge: 0
Kohn-Sham gap: 8.79 eV
2S+1: 1
Electronic energy: -272.522748 hartree

Last column: Löwdin charge in e.
Atoms and positions in Å:
C (1.55120, -1.56731, -0.71886)  -0.09
C (1.49955, -1.05318, -1.93471)  -0.09
C (0.30000, 0.31079, 1.52070)  -0.03
C (0.30476, 1.49367, 0.59005)  -0.17
C (-1.11948, 1.28000, 0.99143)  -0.20
C (-1.75704, 0.24994, 0.12791)  -0.09
C (-0.92482, -0.33436, 1.20974)  -0.20
H (2.15089, -1.11165, 0.06210)  0.05
H (1.00917, -2.47205, -0.45643)  0.06
H (2.05414, -0.15666, -2.20029)  0.05
H (0.90328, -1.51530, -2.71432)  0.05
H (0.85898, 2.34510, 0.97425)  0.10
H (0.46847, 1.37046, -0.47967)  0.10
H (-1.68047, 1.83887, 1.72005)  0.14
H (-1.37839, 0.22778, -0.88571)  0.10
H (-2.81869, 0.07107, 0.26181)  0.11
H (-1.42154, -0.97717, 1.93195)  0.12

ΔE to the lowest compared entry with this formula, charge and spin, respectively: 67.9 84.2 112.4 139.3 66.3 122.5 kcal per mole.